## A
This record from the Open Molecules 2025 dataset describes a 2-piece molecular cluster, ClNO3S overall. The level of theory is ωB97M-V with the def2-TZVPD basis set.

The geometry in XYZ format:
```
6
Properties=species:S:1:pos:R:3
N 1.77 -0.63 -0.02
O 1.22 -0.44 -1.03
O -2.06 1.36 -0.20
O -1.64 -0.75 0.93
S -2.40 -0.02 -0.04
Cl 3.11 0.48 0.37
```

Summary:
**HOMO level**: -10.66 eV
**Kohn-Sham gap**: 9.36 eV
**Total charge**: 0

---

## B
This record from the Open Molecules 2025 dataset describes ClNO3S as an isolated structure. The level of theory is ωB97M-V with the def2-TZVPD basis set.

The geometry in XYZ format:
```
6
Properties=species:S:1:pos:R:3
N -1.26 -0.62 -0.32
O -2.33 -1.05 -0.17
O 1.25 -0.58 1.24
O 1.85 0.42 -0.91
S 1.52 0.58 0.43
Cl -1.03 1.25 -0.27
```

Summary:
**HOMO level**: -11.06 eV
**Kohn-Sham gap**: 9.29 eV
**Total charge**: 0

---

Which one sits at the top of the stability order? A does.

---

## A
This record from the Open Molecules 2025 dataset describes a 2-piece molecular cluster, C8H8 overall. The level of theory is ωB97M-V with the def2-TZVPD basis set.

The geometry in XYZ format:
```
16
Properties=species:S:1:pos:R:3
C 1.00 -1.33 -0.04
C 2.12 -0.60 0.17
C 1.95 0.79 0.05
C 0.69 1.39 -0.11
C -0.46 0.58 -0.19
C -0.26 -0.77 -0.14
H 1.04 -2.45 -0.12
H 3.17 -0.98 0.32
H 2.90 1.30 -0.02
H 0.73 2.50 -0.19
H -1.44 1.09 -0.14
H -1.14 -1.47 -0.27
C -2.55 0.04 0.76
C -2.51 -0.07 -0.47
H -2.18 0.19 1.80
H -2.96 -0.34 -1.55
```

Summary:
**HOMO level**: -8.61 eV
**Kohn-Sham gap**: 9.48 eV
**Total charge**: 0
**Structure (SMILES)**: c1ccccc1.C#C

---

## B
This record from the Open Molecules 2025 dataset describes one molecule with the formula C8H8. The level of theory is ωB97M-V with the def2-TZVPD basis set.

The geometry in XYZ format:
```
16
Properties=species:S:1:pos:R:3
C 0.49 0.58 -2.77
C 0.54 1.06 -1.51
C 0.07 0.28 -0.36
C -0.45 1.05 0.66
C -0.73 0.42 1.86
C -0.47 -0.91 2.10
C 0.04 -1.70 1.10
C 0.26 -1.05 -0.15
H 0.92 1.13 -3.46
H 0.11 -0.39 -3.03
H 1.11 2.02 -1.19
H -0.62 2.23 0.51
H -1.05 1.01 2.68
H -0.77 -1.28 3.11
H 0.07 -2.76 1.38
H 0.48 -1.70 -0.95
```

Summary:
**HOMO level**: -8.86 eV
**Kohn-Sham gap**: 9.90 eV
**Total charge**: 0
**Structure (SMILES)**: C=Cc1ccccc1

---

Which one sits at the top of the stability order? B does.